Entry P
Below is the molecule C6H13N, with properties calculated with ωB97M-V/def2-TZVPD.

The geometry in XYZ format:
```
20
Properties=species:S:1:pos:R:3:lowdin_charge:R:1
C -2.6339 1.3112 1.5732 -0.0071
C -1.4481 0.9749 1.0553 -0.2111
C -1.1671 0.8383 -0.4031 -0.2011
C -0.2899 -0.4381 -0.6597 -0.1921
C 1.2548 -0.2704 -0.7096 -0.4560
C 1.8763 -1.6498 -0.9024 -0.0797
N 1.5827 0.4695 0.5375 0.0255
H -2.6786 1.3829 2.6519 0.0457
H -3.5128 1.4092 0.9450 0.0535
H -0.6978 0.8253 1.8230 0.0830
H -2.1045 0.6141 -0.9272 0.1042
H -0.7172 1.6665 -0.9485 0.1111
H -0.5916 -0.8574 -1.6360 0.1059
H -0.6159 -1.2225 0.0364 0.1129
H 1.5452 0.4323 -1.5002 0.1348
H 1.5080 -2.0885 -1.8272 0.0760
H 2.9618 -1.5470 -0.8211 0.0731
H 1.6004 -2.3096 -0.0714 0.0771
H 1.5497 -0.2411 1.2756 0.0752
H 2.5786 0.7002 0.5086 0.0692
```

Calculated values
Net charge = 0
Lowest unoccupied orbital energy = 0.041 Eh
Structure (SMILES) = C=CCC[C@H](C)N
HOMO = -9.32 eV

=====

Entry Q
Below is the molecule C6H13N, with properties calculated with ωB97M-V/def2-TZVPD.

The geometry in XYZ format:
```
20
Properties=species:S:1:pos:R:3:lowdin_charge:R:1
C 3.1012 -0.0470 -0.2013 -0.1214
C 1.6655 -0.5520 -0.0277 -0.2523
C 0.6427 0.3795 -0.6628 -0.2564
N -0.7329 -0.1270 -0.6273 -0.0698
C -1.6648 0.9840 -0.7915 -0.1360
C -1.4855 0.3519 0.5392 -0.3376
C -2.6876 -0.3926 1.0940 -0.0649
H 3.2571 0.9308 0.2719 0.0713
H 3.3707 0.0553 -1.2598 0.0709
H 3.8138 -0.7449 0.2497 0.0672
H 1.5607 -1.5437 -0.4809 0.1086
H 1.4478 -0.6673 1.0433 0.1070
H 0.8961 0.5510 -1.7178 0.1254
H 0.6910 1.3666 -0.1654 0.1146
H -2.5838 0.7452 -1.3228 0.1055
H -1.2619 1.9692 -1.0340 0.1062
H -0.8985 0.8762 1.3069 0.1383
H -3.4797 0.3370 1.3226 0.0775
H -3.1090 -1.0856 0.3588 0.0783
H -2.4872 -0.9385 2.0224 0.0676
```

Calculated values
Net charge = 0
Lowest unoccupied orbital energy = 0.046 Eh
Structure (SMILES) = CCCN1C[C@H]1C
HOMO = -9.07 eV

=====

Least stable = entry Q